A structure of composition C2H3IrO3 at a distorted geometry, computed with wB97M-V/def2-TZVPD.

Results
net charge	0
energy relative to the best compared isomer or geometry (same formula, charge and spin)	0.00	kcal per mole
Kohn-Sham gap (alpha / beta)	8.47 / 8.02	eV
spin multiplicity	5
E_tot	-407.8839	Ha

Geometry (Å):
O  1.7282  -1.1604  -0.0050
C  0.8493  -0.2582  0.1456
O  -0.4229  -0.7209  0.0361
O  1.0784  0.9555  0.1250
Ir  3.5038  -0.4344  -0.2263
C  -1.4736  0.2313  -0.0091
H  -1.3759  0.8808  -0.8889
H  -2.4031  -0.3435  -0.0755
H  -1.4842  0.8498  0.8981

Force components x, y, z for each atom (eV/Å):
-0.96 -2.37 0.73
-2.73 2.30 -1.86
1.00 -0.59 0.57
0.55 -0.79 0.68
2.04 1.12 -0.23
-0.26 0.52 0.10
0.03 -0.15 0.24
0.30 0.09 0.03
0.02 -0.14 -0.27

Results of the natural (NBO) charge analysis, in e, for atoms 1 through 6: -0.7976, 0.9608, -0.5102, -0.6816, 0.7016, -0.2529